Computed, not measured: 2 unconnected molecules or ions with the total composition C17H24FN2P at a distorted geometry, with ωB97M-V with the def2-TZVPD basis set.

Properties
HOMO level   -0.4192 Ha
Kohn-Sham gap   3.71 eV
Total charge   +2
Energy   -32986.843 eV

Last column: natural (NBO) charge in e.
Element x y z (Å)
P 3.14 -2.33 4.55  0.46
F 0.84 1.50 2.88  -0.40
N -3.29 -1.86 -4.80  -0.24
N 0.52 2.48 -0.80  -0.24
C 1.38 3.35 0.02  -0.42
C -2.02 -2.16 -4.47  0.12
C 2.31 -0.98 3.49  -0.68
C -1.27 -1.29 -3.70  -0.21
C 1.86 -2.67 5.89  -0.51
C 2.18 1.69 3.35  0.03
C -3.12 0.21 -3.65  -0.19
C -0.75 2.14 -2.77  -0.21
C 0.03 2.94 -1.96  0.11
C -3.84 -0.69 -4.42  0.10
C 0.25 1.22 -0.39  0.11
C -4.10 -2.81 -5.58  -0.41
C -0.53 0.39 -1.18  -0.20
C 1.71 -1.74 6.92  -0.35
C -1.03 0.83 -2.40  0.03
C 2.81 0.42 4.07  -0.46
C -1.81 -0.08 -3.26  0.04
H 0.65 0.90 0.56  0.28
H -4.94 -3.12 -4.96  0.25
H 2.14 2.52 4.12  0.19
H 2.59 -1.16 2.41  0.21
H 2.28 3.57 -0.56  0.24
H -0.73 -0.62 -0.82  0.26
H 1.65 2.84 0.94  0.25
H 0.83 4.26 0.25  0.25
H -1.62 -3.10 -4.82  0.26
H 4.30 -1.71 5.12  -0.01
H -3.60 1.13 -3.34  0.26
H -4.86 -0.50 -4.72  0.26
H 2.60 -1.25 7.41  0.22
H -3.50 -3.68 -5.85  0.25
H 1.29 -3.63 5.80  0.25
H 0.28 3.96 -2.23  0.26
H 2.89 2.02 2.54  0.15
H -4.45 -2.31 -6.48  0.25
H -1.11 2.54 -3.71  0.26
H 3.94 0.40 3.99  0.23
H 2.49 0.45 5.15  0.23
H 1.18 -1.02 3.55  0.24
H 0.67 -1.49 7.30  0.21
H -0.25 -1.56 -3.45  0.26

Computed, not measured: a molecular structure, C23H32IrN8O5, with ωB97M-V with the def2-TZVPD basis set.

Properties
HOMO level (spin up / spin down)   -0.1456 / -0.1904 Ha
Kohn-Sham gap (spin up / spin down)   5.72 / 6.88 eV
Total charge   -1
Energy   -49366.471 eV
Multiplicity   5

Last column: Mulliken spin population.
Element x y z (Å)
Ir -0.34 0.88 0.77  2.63
O 5.95 -2.58 -0.54  0.00
O 6.37 -0.38 -0.96  0.00
O 0.53 -0.19 2.45  0.08
O 1.77 -2.01 2.86  0.02
O -3.96 0.60 1.50  0.00
N -1.02 3.40 -0.74  0.04
N 1.56 -0.13 -0.07  0.03
N -2.53 1.88 0.28  0.22
N -2.54 -3.17 1.06  0.00
N -4.86 2.34 0.35  0.14
N -3.09 -2.43 -1.19  0.00
N -1.32 -1.31 0.06  0.08
N -1.00 -3.58 -0.77  0.00
C -6.19 1.96 0.78  0.02
C -3.75 1.55 0.75  -0.04
C -1.88 -1.89 1.31  0.02
C 1.98 3.43 -0.93  0.02
C 0.98 5.38 0.28  0.01
C -3.61 -2.96 0.08  0.00
C -0.12 3.10 0.46  0.17
C 1.21 3.86 0.32  -0.08
C 5.68 -1.38 -0.66  0.00
C -2.40 3.02 -0.46  0.36
C -1.56 -4.09 0.49  0.00
C -4.71 3.44 -0.48  0.45
C 3.52 -1.25 0.71  0.00
C -2.10 -3.37 -1.71  0.00
C 1.47 -1.03 2.19  -0.03
C 2.16 0.02 -1.26  -0.01
C 2.23 -0.79 0.89  0.02
C -2.42 -1.16 -0.91  -0.03
C 3.45 -0.38 -1.51  0.00
C -3.45 3.81 -0.88  -0.25
C 4.18 -1.01 -0.50  0.00
C 2.02 3.50 1.56  0.00
C -0.37 -2.30 -0.50  -0.01
H 3.90 -0.19 -2.47  0.00
H -6.71 2.82 1.21  0.00
H 1.94 5.90 0.38  0.00
H -0.65 2.86 -1.52  0.02
H 3.03 3.93 1.51  0.00
H -3.29 4.68 -1.50  -0.02
H -1.00 4.39 -0.98  0.01
H -4.32 -2.24 0.50  0.00
H -1.69 -2.97 -2.64  0.00
H -2.61 -1.18 1.72  -0.02
H 2.95 3.94 -0.97  0.00
H 4.00 -1.80 1.51  0.00
H -4.12 -3.90 -0.11  0.00
H 2.16 2.36 -0.91  0.00
H -2.58 -4.33 -1.92  0.00
H -6.78 1.57 -0.05  0.00
H 1.56 0.49 -2.04  0.01
H -2.04 -5.06 0.30  0.00
H 0.05 -1.90 -1.42  0.00
H -0.66 3.56 1.30  0.02
H -2.02 -0.76 -1.85  0.00
H 1.53 3.88 2.46  0.01
H -5.61 3.98 -0.74  0.05
H 0.44 -2.45 0.22  0.00
H -6.09 1.19 1.53  0.00
H 2.10 2.42 1.66  0.00
H 1.44 3.69 -1.85  0.00
H -3.15 -0.47 -0.51  0.01
H -1.08 -2.03 2.03  0.01
H 0.33 5.70 1.09  0.00
H -0.75 -4.23 1.20  0.00
H 0.54 5.70 -0.67  0.00

Computed, not measured: C3H5NO2 in the gas phase, with ωB97M-V with the def2-TZVPD basis set.

Properties
HOMO level   -0.3448 Ha
Kohn-Sham gap   10.08 eV
Energy   -8776.753 eV
SMILES string   NC(=O)/C=C/O

Last column: natural (NBO) charge in e.
Element x y z (Å)
O 1.06 -1.66 0.24  -0.62
O -2.55 0.05 -0.71  -0.65
N 1.91 0.40 0.67  -0.82
C 0.94 -0.45 0.19  0.64
C -1.32 -0.48 -0.73  0.26
C -0.26 0.22 -0.32  -0.48
H -1.29 -1.50 -1.11  0.21
H -0.36 1.31 -0.25  0.20
H 2.64 -0.03 1.23  0.40
H 1.70 1.36 0.87  0.39
H -2.46 0.78 -0.08  0.48

Computed, not measured: a molecular structure, C20H20N8O2Pm, with ωB97M-V with the def2-TZVPD basis set.

Properties
HOMO level (spin up / spin down)   -0.6411 / -0.6412 Ha
Kohn-Sham gap (spin up / spin down)   7.38 / 8.02 eV
Total charge   +3
Energy   -53613.585 eV
Multiplicity   5

Last column: Mulliken spin population.
Element x y z (Å)
Pm -0.55 0.15 -0.72  4.04
O 5.50 -0.85 3.02  0.00
O 0.90 -1.37 6.21  0.00
N -3.81 2.81 -1.88  0.00
N -2.22 2.49 -0.12  0.00
N 1.62 0.38 0.29  0.00
N -1.92 1.43 -2.12  -0.01
N -5.19 3.01 -3.69  0.00
N -3.47 1.50 -3.87  0.00
N -0.77 -0.75 -3.15  -0.01
N -0.56 -0.65 1.59  -0.01
C 0.61 -0.60 2.27  0.00
C -1.83 -0.40 -5.29  0.00
C 2.70 0.81 -0.41  0.00
C -1.63 -0.08 -3.96  0.00
C 1.82 -0.19 1.50  0.00
C -0.09 -1.77 -3.69  0.00
C 4.20 0.05 1.27  0.00
C 5.59 -0.13 1.81  0.00
C 0.68 -0.88 3.62  0.00
C -0.47 -1.25 4.31  0.00
C 3.99 0.67 0.04  0.00
C -1.67 -1.32 3.60  0.00
C 3.10 -0.38 2.00  0.00
C -2.40 1.03 -3.33  0.00
C -4.14 2.44 -3.15  0.00
C -1.67 -1.01 2.26  0.00
C -0.42 -1.58 5.77  0.00
C -2.72 2.29 -1.44  0.00
C -0.22 -2.15 -5.02  0.00
C -1.10 -1.45 -5.83  0.00
H 6.03 0.86 1.95  0.00
H -2.54 0.17 -5.87  0.00
H -5.48 2.75 -4.62  0.00
H -1.22 -1.72 -6.87  0.00
H -2.98 2.78 0.50  0.00
H 6.19 -0.65 1.06  0.00
H -2.60 -1.61 4.08  0.00
H 0.97 -1.56 7.15  0.00
H -0.74 -2.62 5.89  0.00
H 6.37 -0.97 3.40  0.00
H 0.36 -2.97 -5.40  0.00
H -1.55 3.25 -0.11  0.00
H -5.72 3.70 -3.18  0.00
H 0.58 -2.31 -3.04  0.00
H 1.60 -0.80 4.17  0.00
H 4.81 1.04 -0.56  0.00
H -1.14 -0.95 6.29  0.00
H 3.27 -0.87 2.95  0.00
H -2.59 -1.05 1.69  0.00
H 2.50 1.28 -1.36  0.00